Record 1
{"formula": "C16H19Cl2N3NiO6P2S3", "method": "ωB97M-V/def2-TZVPD", "homo_lumo_gap_ev": [8.09, 8.15], "e_homo_ev": [-7.86, -7.93], "de_lowest_kj_mol": 0.0, "energy_ha": -5543.1522, "multiplicity": 3, "total_charge": 0, "elements": ["Ni", "C", "C", "N", "C", "C", "S", "C", "C", "S", "C", "N", "C", "H", "H", "H", "H", "H", "H", "H", "H", "Cl", "C", "C", "C", "C", "C", "Cl", "C", "S", "H", "H", "H", "N", "C", "C", "P", "O", "O", "O", "P", "O", "O", "O", "H", "H", "H", "H", "H", "H", "H", "H"], "xyz": [[-0.62058, 0.06832, 0.64743], [-0.02248, -0.67615, 4.11337], [-0.16453, -1.78746, 3.13319], [-0.46532, -1.64814, 1.87260], [-0.42980, -2.84520, 1.19456], [-0.14024, -3.92456, 1.96152], [0.12688, -3.41975, 3.57213], [-0.61495, -2.77581, -0.25301], [-0.78453, -3.79016, -1.13573], [-0.91011, -3.14984, -2.71595], [-0.73576, -1.55316, -2.10962], [-0.59021, -1.51605, -0.81327], [-0.76760, -0.37678, -3.01814], [0.67002, 0.06929, 3.71463], [0.36153, -1.04478, 5.06272], [-0.98457, -0.19240, 4.27830], [-0.03120, -4.95107, 1.65607], [-0.84226, -4.84633, -0.93554], [-0.93988, -0.69224, -4.04600], [0.17011, 0.17805, -2.95670], [-1.55919, 0.30418, -2.70626], [-3.30781, -0.15344, 0.17538], [-3.60463, 1.55706, 0.36964], [-4.58481, 2.11867, -0.42365], [-4.85147, 3.47368, -0.31532], [-4.12993, 4.23869, 0.58306], [-3.15247, 3.64293, 1.36242], [-2.28424, 4.67993, 2.46678], [-2.84196, 2.27891, 1.29477], [-1.61197, 1.53373, 2.29757], [-5.12869, 1.49625, -1.12034], [-5.61506, 3.92981, -0.92990], [-4.31375, 5.29876, 0.68651], [0.61922, 3.54066, 1.29686], [1.50610, 2.89663, 0.26318], [2.59069, 3.89625, -0.12140], [0.45192, 2.46477, -1.18647], [-0.25541, 3.91178, -1.44578], [1.29972, 2.08476, -2.33390], [-0.66610, 1.58688, -0.67775], [2.22787, 1.45026, 1.19038], [3.61952, 1.14958, 0.45111], [2.45017, 1.98340, 2.56333], [1.35175, 0.25520, 0.95347], [0.21269, 4.41063, 0.95228], [1.18139, 3.68418, 2.14382], [-0.16736, 2.90136, 1.59443], [2.14840, 4.82531, -0.48943], [3.20316, 3.47120, -0.91307], [3.22593, 4.12808, 0.73712], [0.08760, 4.29016, -2.26376], [4.34831, 1.52122, 0.96135]], "forces_ev_per_angstrom": [[-0.058, 0.000, 0.047], [0.001, 0.008, -0.016], [0.004, 0.010, 0.010], [0.010, -0.024, 0.011], [0.009, 0.004, 0.015], [0.004, -0.010, 0.002], [-0.005, 0.002, -0.005], [-0.005, -0.006, -0.026], [0.000, 0.018, -0.004], [0.010, -0.004, 0.022], [0.000, -0.018, -0.011], [0.004, 0.048, 0.003], [0.002, -0.008, -0.011], [-0.001, -0.002, 0.000], [0.002, 0.000, 0.000], [-0.002, -0.005, 0.009], [-0.003, -0.002, 0.006], [-0.001, -0.002, -0.006], [0.003, 0.000, 0.000], [-0.001, 0.004, -0.006], [0.001, 0.001, 0.011], [0.013, 0.010, 0.006], [-0.016, -0.002, -0.013], [-0.010, -0.004, -0.011], [0.004, 0.000, 0.006], [0.005, -0.006, 0.006], [0.000, 0.002, 0.000], [-0.002, -0.005, 0.000], [0.020, 0.013, 0.016], [-0.022, -0.008, 0.000], [0.001, 0.001, 0.000], [0.000, -0.001, -0.001], [0.000, 0.000, 0.000], [0.044, 0.015, -0.022], [0.009, 0.002, 0.005], [-0.006, -0.015, 0.001], [-0.061, -0.053, 0.082], [0.018, 0.012, 0.003], [-0.012, -0.005, -0.005], [0.056, 0.046, -0.086], [0.009, 0.101, -0.014], [-0.005, 0.002, -0.005], [-0.011, -0.006, 0.007], [0.015, -0.114, -0.029], [-0.007, -0.002, -0.002], [-0.006, -0.001, 0.000], [-0.015, 0.001, 0.008], [-0.001, -0.001, -0.001], [0.002, 0.003, 0.002], [0.002, 0.004, -0.002], [-0.001, -0.001, -0.001], [0.005, -0.002, 0.002]]}



Record 2
{"formula": "C8H14N2O5", "method": "ωB97M-V/def2-TZVPD", "homo_lumo_gap_ev": 10.06, "e_homo_ev": -9.77, "de_lowest_kj_mol": 107.0, "energy_ha": -798.9850, "smiles": "C[C@H](NC(=O)[C@@H](N)CCC(=O)O)C(=O)O", "total_charge": 0, "elements": ["C", "C", "N", "C", "O", "C", "N", "C", "C", "C", "O", "O", "C", "O", "O", "H", "H", "H", "H", "H", "H", "H", "H", "H", "H", "H", "H", "H", "H"], "xyz": [[2.04666, -0.98944, 3.51817], [1.64919, 0.09141, 2.51290], [1.16764, -0.39829, 1.27011], [0.25527, 0.31459, 0.45837], [-0.31125, 1.35162, 0.80750], [-0.08485, -0.41079, -0.84986], [0.55284, -1.73731, -0.98683], [-1.62459, -0.33449, -1.12137], [-1.97919, -0.76058, -2.58726], [-3.27843, -0.26054, -3.19621], [-3.42968, 0.09971, -4.36000], [-4.43405, -0.38461, -2.54169], [2.75014, 1.16646, 2.33013], [2.66958, 2.27747, 2.83669], [3.87110, 0.67019, 1.74190], [2.10911, -0.49847, 4.49601], [3.06291, -1.39763, 3.29691], [1.28575, -1.73960, 3.47741], [0.83585, 0.63344, 2.99476], [1.50800, -1.32480, 0.87756], [0.30052, 0.27586, -1.61482], [0.82496, -1.96063, -1.93442], [-0.20060, -2.40247, -0.69226], [-2.15503, -0.92830, -0.35435], [-1.92431, 0.73392, -0.93626], [-1.24692, -0.30959, -3.30880], [-2.03430, -1.84987, -2.64866], [-4.28194, -0.71558, -1.64282], [4.54192, 1.41826, 1.74228]], "forces_ev_per_angstrom": [[1.607, 0.772, -0.528], [-0.042, 1.249, 0.481], [-0.651, -1.136, -2.446], [0.063, -0.773, 2.048], [1.106, -1.272, -0.604], [-0.260, 0.780, -1.056], [-1.806, -0.187, 0.978], [-0.143, 0.691, 0.046], [0.448, 1.217, 0.103], [-1.301, 0.150, -2.889], [1.554, -0.296, 1.754], [-0.076, -0.334, 1.727], [-0.060, 0.639, 1.782], [0.411, -1.683, -1.238], [0.411, 1.623, 0.007], [-0.143, -0.377, -0.083], [-0.886, 0.031, 0.068], [-0.320, -0.619, 0.301], [-0.081, 0.249, -0.232], [-0.546, 1.889, 0.529], [0.386, -0.250, 0.011], [-0.157, 0.132, -0.048], [1.230, 0.331, -0.494], [0.070, 0.018, -0.365], [0.315, -0.989, -0.208], [-0.270, -0.871, 0.736], [0.312, 0.030, -0.303], [-0.130, 0.122, -0.067], [-1.041, -1.138, -0.011]]}



Record 3
{"formula": "C3H4Br2FeN3O7P2", "method": "ωB97M-V/def2-TZVPD", "homo_lumo_gap_ev": [8.83, 8.55], "e_homo_ev": [-6.78, -6.51], "de_lowest_kj_mol": 60.8, "energy_ha": -7902.5413, "multiplicity": 5, "total_charge": -1, "elements": ["Fe", "O", "P", "O", "O", "O", "P", "O", "O", "O", "H", "H", "Br", "C", "Br", "H", "H", "N", "C", "N", "C", "N"], "xyz": [[0.35202, 0.67826, -0.40112], [-1.02048, -1.79143, -1.65987], [0.35817, -1.32257, -2.35950], [0.59265, -2.01298, -3.62667], [0.30366, 0.21264, -2.29194], [1.40061, -1.73681, -1.17680], [2.77127, -0.96708, -0.72313], [3.22050, -1.90471, 0.50429], [3.80154, -0.94285, -1.75629], [2.26899, 0.34043, -0.09237], [-1.21224, -2.71560, -1.85884], [2.65248, -1.77157, 1.27233], [0.90361, 3.92978, 1.70351], [-0.86703, 3.67362, 1.00626], [-0.84067, 3.14808, -0.85677], [-1.41479, 4.60360, 1.08000], [-1.33263, 2.86555, 1.55638], [-0.79798, 0.51049, 1.22939], [-1.42410, -0.33118, 1.76452], [-2.01562, -1.21990, 2.45867], [-3.29522, -1.48077, 2.19298], [-4.40473, -1.76501, 2.03496]], "forces_ev_per_angstrom": [[0.309, 0.367, 0.314], [-0.038, -0.024, 0.055], [0.018, 0.078, -0.155], [0.057, -0.044, -0.050], [-0.255, -0.307, 0.088], [0.046, -0.108, -0.176], [0.205, -0.099, 0.209], [-0.052, -0.030, 0.007], [0.031, 0.013, -0.069], [-0.330, 0.046, 0.015], [0.029, 0.094, -0.038], [0.033, 0.018, -0.086], [-0.053, 0.001, 0.002], [0.035, -0.008, 0.018], [-0.056, 0.071, -0.014], [0.028, 0.008, -0.049], [0.033, -0.029, -0.052], [-0.030, -0.170, -0.077], [0.025, -0.021, 0.262], [-0.086, 0.246, -0.331], [0.045, -0.111, 0.111], [0.005, 0.010, 0.016]]}